# 1
Molecular formula: FH2OPt
Method: DFT, ωB97M-V with the def2-TZVPD basis set

Cartesian coordinates (Å):
1 H -0.85296 -0.55118 0.12142
2 O -0.36961 0.08403 0.67116
3 H -0.92253 0.74945 1.08943
4 F 0.66801 -0.75072 -1.36120
5 Pt 1.47708 0.46841 -0.52082

Results
Frontier orbital gap (spin up / spin down)   7.4 / 8.6 eV
Strongest force on any atom   12.1 eV/A
Total energy   -295.4068 a.u.
E_HOMO (spin up / spin down)   -7.10 / -9.84 eV
Multiplicity   4


# 2
Molecular formula: FH2PS
Method: DFT, ωB97M-V with the def2-TZVPD basis set

Cartesian coordinates (Å):
1 F -3.40320 0.60754 -0.56077
2 P -0.32333 0.66298 0.25923
3 S -4.10232 -0.44506 0.50349
4 H -1.47335 -0.02484 -0.20127
5 H 0.20620 -0.21675 -0.58782

Results
Frontier orbital gap (spin up / spin down)   9.1 / 6.2 eV
Strongest force on any atom   2.6 eV/A
Total energy   -840.4445 a.u.
Energy above the lowest of the compared OMol25 structures with the same formula, charge and spin   456.7 kJ/mol
E_HOMO (spin up / spin down)   -10.26 / -8.86 eV